Entry 1:
22
Properties=species:S:1:pos:R:3:mulliken_charge:R:1 method="wB97M-V/def2-TZVPD" total_charge=+1 e_homo_ev=-14.169 e_tot_ha=-1022.05239 de_lowest_ev=3.4441 homo_lumo_gap_ha=0.270 lumo_energy_ha=-0.250
C -0.55670 1.03619 2.06166 -0.428
C 2.30292 0.78330 0.55125 -0.859
C 1.18465 -0.20061 0.49482 0.486
C 2.26607 1.91340 -0.18898 -0.369
C 0.35407 1.34181 -1.32773 -0.306
C 0.27170 0.06432 -0.69036 0.077
C -1.21914 -0.22707 1.73230 -0.022
C -0.84665 -2.13718 -0.73728 -0.797
N 1.29622 2.18551 -1.09808 -0.452
N 0.13090 0.07768 1.46294 0.297
N -0.78544 -0.70338 -0.89031 0.089
O -3.33126 -0.65923 -0.34325 -0.562
O -2.08765 1.49852 -0.41905 -0.467
S -2.16735 0.11529 -0.15896 1.055
H 3.16070 0.54678 1.16006 0.471
H 1.53458 -1.23178 0.61029 0.410
H 3.05808 2.64817 -0.15598 0.436
H -0.36104 1.57873 -2.10374 0.479
H -1.56673 -1.11073 2.22807 0.391
H -1.89827 -2.41720 -0.79464 0.348
H -0.32212 -2.58598 -1.58374 0.356
H -0.41754 -2.51653 0.19070 0.367



Entry 2:
5
Properties=species:S:1:pos:R:3:mulliken_charge:R:1 method="wB97M-V/def2-TZVPD" total_charge=+1 e_homo_ev="-17.346 / -16.920" e_tot_ha=-168.75579 de_lowest_ev=2.8011 homo_lumo_gap_ha="0.314 / 0.331" lumo_energy_ha="-0.323 / -0.291"
C -0.78701 -0.13010 -0.11506 -0.160
N 1.05362 0.18059 0.36879 0.369
O 1.95415 -0.16944 -0.18801 0.050
H -1.13130 -0.70692 0.67098 0.377
H -1.08947 0.82587 -0.73670 0.365



Entry 3:
9
Properties=species:S:1:pos:R:3:mulliken_charge:R:1 method="wB97M-V/def2-TZVPD" e_homo_ev=-8.874 e_tot_ha=-586.14619 de_lowest_ev=4.0327 homo_lumo_gap_ha=0.317 lumo_energy_ha=-0.009
C 1.62773 0.28251 -0.13055 -0.173
C -1.40591 0.23146 -0.06565 0.157
H 2.69664 0.16225 -0.12864 0.318
H 1.09049 1.59970 0.20402 0.146
H -0.81140 -1.71430 0.22035 0.225
H -0.84871 1.31899 0.14738 0.075
N 1.07200 -0.82570 -0.24766 -0.347
N -0.42265 -0.85631 0.13921 -0.101
S -2.99819 -0.19859 -0.13846 -0.301



Entry 4:
11
Properties=species:S:1:pos:R:3:mulliken_charge:R:1 method="wB97M-V/def2-TZVPD" smiles="O=C/C(=N/O)C(F)F" e_homo_ev=-10.463 e_tot_ha=-521.00586 de_lowest_ev=2.2459 homo_lumo_gap_ha=0.367 lumo_energy_ha=-0.018
C -0.28879 -0.06749 -0.00947 0.513
C -0.94315 -1.42984 0.00033 -0.116
C 1.21004 -0.03979 0.00420 0.301
H -1.07835 2.79593 -0.02949 0.375
H -0.25612 -2.26364 0.01383 0.351
H 1.63279 0.95794 -0.00295 0.269
N -1.06561 0.94683 0.01079 -0.371
O -0.37340 2.13566 0.00573 -0.362
O -2.14458 -1.59820 0.00153 -0.459
F 1.65469 -0.71774 -1.09857 -0.253
F 1.65250 -0.71964 1.10409 -0.249



Entry 5:
37
Properties=species:S:1:pos:R:3:mulliken_charge:R:1 method="wB97M-V/def2-TZVPD" e_homo_ev=-10.380 e_tot_ha=-1046.24827 de_lowest_ev=0.3605 homo_lumo_gap_ha=0.380 lumo_energy_ha=-0.001
Ne 16.70200 18.74217 18.40088 0.031
O 14.53501 15.78553 18.90468 -0.638
H 15.40257 15.48405 19.17429 0.323
H 14.66197 16.70551 18.67284 0.264
O 17.03787 18.32612 22.01430 -0.619
H 17.40435 19.08813 22.46294 0.288
H 17.77132 17.96507 21.51639 0.361
O 13.91711 18.41054 17.90965 -0.601
H 14.09193 18.60169 18.83113 0.311
H 12.99715 18.64446 17.78637 0.273
O 14.71900 19.28243 20.50717 -0.595
H 15.22080 18.91026 21.23237 0.292
H 14.77629 20.22911 20.63659 0.268
O 19.01148 15.15991 18.42175 -0.621
H 18.54120 15.52724 17.67332 0.317
H 19.35918 15.92233 18.88441 0.368
O 19.17146 17.48558 20.37538 -0.745
H 19.14173 18.35887 19.98460 0.400
H 20.10354 17.31481 20.51067 0.325
O 17.37103 15.32652 16.06272 -0.659
H 16.54033 15.73925 15.82643 0.352
H 17.83886 15.23627 15.23253 0.279
O 17.54773 19.46449 14.84652 -0.649
H 18.00879 19.90255 15.56189 0.344
H 17.21274 18.65678 15.23591 0.318
O 18.85726 20.38737 19.67942 -0.638
H 18.36549 20.96648 20.26168 0.303
H 18.37406 20.41084 18.85346 0.324
O 17.79907 21.12128 17.20327 -0.725
H 17.95728 21.92216 16.70347 0.300
H 16.86876 20.93718 17.07340 0.473
O 15.40067 17.32572 15.64398 -0.647
H 14.93228 17.17043 16.46418 0.304
H 14.71977 17.58918 15.02495 0.283
O 15.13549 20.64666 16.99838 -0.712
H 14.88726 20.71761 16.07665 0.338
H 14.77036 19.80833 17.28141 0.409



Entry 6:
17
Properties=species:S:1:pos:R:3:mulliken_charge:R:1 method="wB97M-V/def2-TZVPD" smiles="CC1=C[C@H](Cl)CC=C1" e_homo_ev=-8.484 e_tot_ha=-732.27814 de_lowest_ev=0.3529 homo_lumo_gap_ha=0.333 lumo_energy_ha=0.021
C 2.20604 -1.12419 -0.29275 -1.248
C 0.89241 -0.44088 -0.10857 1.072
C -0.17252 -0.98557 0.50540 -0.715
C -1.52830 -0.35165 0.51570 -0.083
C -1.49697 1.13544 0.51396 -0.846
C -0.44221 1.55182 -0.46464 -0.373
C 0.66618 0.81588 -0.75418 -0.523
H 2.17257 -1.80640 -1.24251 0.240
H 3.02020 -0.40976 -0.44398 0.353
H 2.37836 -1.81957 0.61685 0.317
H -0.08250 -1.94257 0.98024 0.342
H -1.91482 -0.68898 1.47949 0.326
H -2.47310 1.53587 0.23460 0.393
H -1.25653 1.60432 1.44286 0.305
H -0.54307 2.58160 -0.85229 0.328
H 1.34484 1.31115 -1.43151 0.343
Cl -2.77058 -0.96650 -0.69867 -0.231



Entry 7:
17
Properties=species:S:1:pos:R:3:mulliken_charge:R:1 method="wB97M-V/def2-TZVPD" smiles="C[C@H]1NC(=O)[C@@]1(C)S" e_homo_ev=-9.264 e_tot_ha=-724.03828 de_lowest_ev=2.2182 homo_lumo_gap_ha=0.364 lumo_energy_ha=0.023
C -1.18263 -1.65062 -0.66212 -1.316
C -0.18212 -0.57836 -0.75558 0.098
C -0.05621 1.57113 -0.49270 0.012
C 0.08656 0.39011 0.51594 1.027
C 1.56085 0.21669 0.98776 -1.560
H -1.24562 -2.43851 -1.47422 0.294
H -0.82978 -2.11154 0.28995 0.306
H -2.14753 -1.31264 -0.50099 0.398
H 0.83349 -1.14156 -0.82741 0.173
H -0.09460 0.82778 -2.68783 0.318
H 1.84259 0.99971 1.72182 0.341
H 2.20170 0.15893 0.16524 0.472
H 1.56185 -0.61655 1.68486 0.394
H -1.14738 1.82914 2.21546 0.185
N -0.32261 0.67912 -1.52011 -0.270
O 0.11556 2.75211 -0.63003 -0.606
S -0.99412 0.42507 1.96997 -0.264



Entry 8:
31
Properties=species:S:1:pos:R:3:mulliken_charge:R:1 method="wB97M-V/def2-TZVPD" total_charge=+1 e_homo_ev=-13.352 e_tot_ha=-764.63656 de_lowest_ev=4.0078 homo_lumo_gap_ha=0.358 lumo_energy_ha=-0.133
O -0.10716 0.36648 -0.09510 -0.351
H -0.13016 -0.46352 0.65590 0.494
H 0.50884 1.07348 0.28590 0.388
H -1.10016 0.70048 -0.10910 0.418
O -1.49816 -1.87152 -2.52710 -0.631
H -2.03216 -1.04952 -2.32010 0.367
H -1.19816 -2.24652 -1.79810 0.329
O -0.56316 -3.24252 -0.26510 -0.642
H -0.56816 -2.50452 0.23790 0.429
H -1.21116 -3.72452 0.21690 0.310
O -1.47716 1.80148 1.84290 -0.509
H -1.72916 1.36848 2.60090 0.257
H -1.02416 2.55548 2.02390 0.270
O 2.21584 -0.64552 1.37290 -0.625
H 1.75484 -1.56452 1.50990 0.261
H 3.18384 -0.58452 1.74390 0.297
O -0.50416 -1.61952 1.94890 -0.604
H -1.08016 -1.47352 2.67890 0.206
H 0.10684 -2.37452 1.99390 0.309
O 0.70284 2.42548 -1.92710 -0.412
H 0.02484 2.79548 -2.26110 0.193
H 1.36484 2.84248 -2.43510 0.265
O -2.65116 0.46448 -1.34610 -0.715
H -3.45816 0.13048 -0.88110 0.311
H -2.87716 0.87648 -2.28110 0.344
O 1.59884 2.19448 1.08690 -0.641
H 2.44284 1.98048 0.55590 0.347
H 1.36984 3.05448 0.92990 0.290
O 3.05284 -0.44852 -1.24910 -0.624
H 2.59684 -0.40052 -0.42610 0.299
H 2.28584 -0.41652 -1.76410 0.369